{"formula": "C23H27N3O6S", "method": "ωB97M-V/def2-TZVPD", "smiles": "O=C(COC(=O)c1ccc(S(=O)(=O)N2CCCC2)cc1)Nc1ccc(N2CCOCC2)cc1", "orbital_gap_ev": 7.21, "e_above_lowest_kcal_mol": 40.5, "species": ["S", "O", "O", "O", "O", "O", "O", "N", "N", "N", "C", "C", "C", "C", "C", "C", "C", "C", "C", "C", "C", "C", "C", "C", "C", "C", "C", "C", "C", "C", "C", "C", "C", "H", "H", "H", "H", "H", "H", "H", "H", "H", "H", "H", "H", "H", "H", "H", "H", "H", "H", "H", "H", "H", "H", "H", "H", "H", "H", "H"], "xyz": [[5.5058, 1.5222, 0.3732], [-7.8788, 3.1092, -0.1689], [6.5896, 1.3978, -0.5521], [0.9203, -3.3445, 0.5500], [5.7771, 1.6396, 1.7736], [1.6977, -3.7472, -1.5239], [-2.4499, -4.4984, 0.1447], [-5.7637, 1.2376, -0.0166], [-1.5369, -2.4148, 0.3873], [4.6477, 2.8800, -0.0666], [2.7626, 2.5065, -1.4834], [3.6010, -0.2974, 1.1843], [-6.6016, 3.4969, 0.2786], [-0.0822, -4.3409, 0.4064], [-1.5027, -3.7609, 0.2940], [-4.7505, 0.2979, 0.1289], [2.7277, -1.3547, 1.0010], [-4.9740, -1.0774, 0.0210], [3.4905, 3.2047, 0.7363], [2.6802, -2.0035, -0.2320], [-2.6347, -1.5469, 0.2968], [-5.8746, 2.3240, 0.9385], [3.5277, -1.6069, -1.2659], [4.2331, 2.9646, -1.4490], [-7.7768, 2.0476, -1.0872], [-7.0727, 0.8279, -0.4808], [-2.3961, -0.1793, 0.4061], [4.3975, -0.5485, -1.0779], [-3.4311, 0.7250, 0.3195], [-3.9373, -1.9864, 0.0992], [4.4140, 0.1049, 0.1406], [1.7398, -3.1241, -0.4956], [2.2718, 2.6599, -0.0320], [-6.7587, 4.3064, 0.9933], [-6.9646, 0.0706, -1.2575], [3.4847, -2.1403, -2.2034], [1.4299, 3.3457, 0.0410], [3.4344, 4.2937, 0.8257], [2.1837, 3.1178, -2.1728], [2.0912, -1.6849, 1.8071], [-6.4573, 1.9993, 1.8167], [-3.2082, 1.7791, 0.3809], [5.0777, -0.2302, -1.8519], [2.6887, 1.4689, -1.8081], [3.6200, 2.7796, 1.7293], [4.3197, 4.0081, -1.7658], [-7.6879, 0.4264, 0.3403], [-7.2161, 2.3775, -1.9755], [-4.1359, -3.0416, 0.0171], [-0.0406, -4.9873, 1.2871], [-1.3852, 0.1792, 0.5498], [-0.6479, -1.9557, 0.5421], [1.9610, 1.6970, 0.3728], [3.6785, 0.2120, 2.1319], [0.1137, -4.9422, -0.4884], [4.9030, 2.3595, -2.0560], [-6.0039, 3.8659, -0.5692], [-5.9736, -1.4586, -0.1108], [-8.7977, 1.7941, -1.3770], [-4.8892, 2.6404, 1.2742]]}

{"formula": "C16H24F2FeO16", "method": "ωB97M-V/def2-TZVPD", "orbital_gap_ev": [4.90, 8.96], "spin_multiplicity": 7, "s_squared": 12.006, "species": ["Fe", "F", "F", "O", "O", "O", "O", "O", "O", "O", "O", "O", "O", "O", "O", "O", "O", "O", "O", "C", "C", "C", "C", "C", "C", "C", "C", "C", "C", "C", "C", "C", "C", "C", "C", "H", "H", "H", "H", "H", "H", "H", "H", "H", "H", "H", "H", "H", "H", "H", "H", "H", "H", "H", "H", "H", "H", "H", "H"], "xyz": [[-2.1256, -0.8134, -2.3354], [-0.5757, 5.2985, -0.3425], [0.0470, -3.2136, 1.6319], [-0.6298, 3.4507, 0.9185], [-3.5468, 0.2839, -1.4038], [-2.0033, -4.6363, 4.9240], [1.0420, -0.8139, -4.8164], [1.3888, -2.7100, -3.7777], [-1.0296, -2.6272, 4.3997], [-2.5535, 2.6336, -0.0333], [-1.7390, -3.8676, 2.7761], [4.4093, 0.9891, 3.6285], [3.3904, 1.2630, 1.6146], [-0.7049, 0.5812, -1.9599], [-3.2823, -1.6083, -0.7337], [2.2307, 0.1664, 3.2144], [-0.6665, -1.7606, -3.6372], [-0.6262, -1.1588, -0.8308], [-1.6691, 1.6152, 1.8851], [0.4814, -1.7876, -4.1515], [3.4165, 0.8800, 2.8948], [1.2476, 0.5069, -0.5410], [-1.0956, -2.8474, 2.1262], [-1.6001, 2.5022, 1.0310], [-2.1596, 3.7241, -0.7796], [-1.5641, -3.7816, 4.0874], [-3.8325, -0.5285, -0.5348], [-0.1008, -0.0300, -1.0848], [4.4956, 1.7871, 0.9681], [1.8141, 0.0756, 4.5293], [-0.7523, 4.0318, -0.3738], [-4.8720, -0.4084, 0.6056], [-0.8992, -1.8200, 3.2756], [0.4673, 0.2887, -5.3342], [2.7109, -2.8536, -4.3759], [-5.1131, 0.5785, 1.0006], [-4.5352, -1.0609, 1.4112], [-0.5383, 0.1579, -5.7339], [3.3044, -2.0036, -4.0394], [-2.8072, 4.5710, -0.5528], [2.6643, -0.1340, 5.1784], [0.9237, -0.4812, 4.8213], [-2.1970, 3.5001, -1.8456], [4.8898, 1.0990, 0.2204], [-0.0063, 3.5729, -1.0226], [1.9762, 0.6830, -1.3324], [1.6292, 1.1090, 4.8225], [3.3184, -3.7414, -4.2004], [-5.8361, -0.7647, 0.2429], [5.2907, 2.0122, 1.6790], [1.0543, 1.4956, -0.1250], [-0.0338, -1.1693, 3.1502], [2.7509, -2.6023, -5.4358], [0.3728, 1.0825, -4.5932], [1.2549, 0.4441, -6.0714], [-1.7510, -1.1455, 3.1887], [1.8336, -0.0798, 0.1665], [4.1501, 2.5954, 0.3236], [-1.7086, -2.5296, 1.2827]]}

{"formula": "C20H35F3O9", "method": "ωB97M-V/def2-TZVPD", "smiles": "CC1=C(CCC(F)(F)F)C(=O)OC1=O.COCCOCCOC.COCCOCCOC", "orbital_gap_ev": 8.85, "species": ["F", "F", "F", "O", "O", "O", "O", "O", "O", "O", "O", "O", "C", "C", "C", "C", "C", "C", "C", "C", "C", "C", "C", "C", "C", "C", "C", "C", "C", "C", "C", "C", "H", "H", "H", "H", "H", "H", "H", "H", "H", "H", "H", "H", "H", "H", "H", "H", "H", "H", "H", "H", "H", "H", "H", "H", "H", "H", "H", "H", "H", "H", "H", "H", "H", "H", "H"], "xyz": [[0.9096, 3.5486, -2.6640], [0.7593, 1.6905, -3.7480], [0.5223, 1.7131, -1.5961], [3.9109, -6.4716, -0.4148], [-1.2208, -0.0326, 1.5419], [-1.2550, 5.9168, -5.7651], [-3.6143, 1.8523, 2.0731], [3.7684, -4.1148, 1.5841], [3.6422, -2.7701, -1.1926], [-0.6082, 8.0054, -2.0167], [-1.4221, 7.3297, -4.0138], [-3.8359, -0.2813, 4.2985], [-1.0624, 7.1386, -2.6877], [-4.8453, 0.2460, 3.4604], [-1.2718, 5.6996, -2.3502], [3.1325, -6.3354, 0.7585], [-1.3681, 6.0739, -4.5935], [-1.2850, 5.2373, -0.9339], [4.4194, -2.4203, -0.0635], [-4.2876, -0.4573, 5.6210], [-4.2750, 0.5954, 2.1041], [4.4318, -7.7723, -0.5525], [4.7982, -3.6553, 0.7225], [-1.2533, 2.5609, -2.8770], [2.7478, -4.8888, 0.9741], [-1.2619, 1.3804, 1.5817], [-1.4255, 5.0521, -3.5054], [-2.2880, 1.8648, 2.5802], [0.2385, 2.3859, -2.7228], [-0.4251, -0.4845, 0.4703], [-1.6545, 3.6291, -3.8866], [3.1183, -1.6345, -1.8398], [3.9160, -0.9582, -2.1692], [-1.1239, 3.4517, -4.8259], [-1.6879, 2.7188, -1.8926], [-2.2125, 1.2934, 3.5080], [-5.1513, -1.1319, 5.6601], [5.6289, -3.3920, 1.3799], [2.4420, -1.0833, -1.1747], [2.4244, -4.4425, 0.0305], [3.6980, -6.6915, 1.6299], [-4.5694, 0.4995, 6.0759], [-0.8527, -0.1764, -0.4901], [-1.4173, 6.0902, -0.2708], [0.5974, -0.0958, 0.5427], [-5.2793, 1.1477, 3.9125], [2.2201, -6.9423, 0.6671], [-2.7131, 3.5114, -4.1309], [5.1093, -8.0193, 0.2734], [5.3330, -1.9039, -0.3915], [-3.6161, -0.2042, 1.7573], [-5.1073, 0.6887, 1.4040], [-1.6214, 1.5952, -3.2248], [3.8534, -1.7403, 0.5875], [-5.6460, -0.4971, 3.3348], [2.5627, -1.9766, -2.7105], [1.9104, -4.8655, 1.6741], [3.6310, -8.5210, -0.5843], [-2.0723, 2.9124, 2.8001], [-1.5197, 1.7749, 0.5879], [-0.2709, 1.7694, 1.8569], [-0.3438, 4.7591, -0.6591], [-0.3936, -1.5717, 0.5105], [5.1291, -4.4457, 0.0446], [-3.4713, -0.8954, 6.1911], [-2.1105, 4.5483, -0.7621], [4.9852, -7.8075, -1.4886]]}

{"formula": "C4H9I2N2", "method": "ωB97M-V/def2-TZVPD", "orbital_gap_ev": [7.07, 7.06], "charge": 1, "e_above_lowest_kcal_mol": 76.4, "species": ["I", "I", "N", "N", "C", "C", "C", "C", "H", "H", "H", "H", "H", "H", "H", "H", "H"], "xyz": [[2.1604, 1.6478, -0.1032], [3.2698, -1.7631, 0.0477], [0.6772, -0.7381, 1.1716], [-0.8922, 0.7646, -1.2431], [-0.5400, 0.2627, 1.1758], [-0.1513, -0.1804, -1.8818], [-1.4958, 0.4178, -0.0010], [1.6670, -0.3619, -0.0120], [1.2900, -0.6913, 2.0594], [0.2530, -1.7025, 1.0829], [-2.4565, 0.9687, 0.2793], [-0.9949, 0.0718, 2.1550], [-0.5148, -1.1867, -1.6700], [-1.0283, 1.7216, -1.5491], [-1.9808, -0.5852, -0.2808], [0.0542, 1.2583, 1.2469], [0.6831, 0.0960, -2.4777]]}

{"formula": "C8H5F2NO", "method": "ωB97M-V/def2-TZVPD", "orbital_gap_ev": [6.00, 6.05], "e_above_lowest_kcal_mol": 99.6, "species": ["F", "F", "O", "N", "C", "C", "C", "C", "C", "C", "C", "C", "H", "H", "H", "H", "H"], "xyz": [[-2.8402, -1.1237, -1.5921], [0.3624, 0.0635, -2.8054], [-0.7917, -1.2663, -0.7122], [-1.8276, 1.2268, 0.2031], [1.6050, -0.2798, 1.6573], [1.4313, 1.1608, 1.6174], [-1.5362, -0.9674, -1.8739], [-1.0126, 0.1613, -2.7234], [-0.5993, 0.9091, 0.3832], [0.4032, 1.7829, 0.9912], [-0.2652, -0.4896, 0.2169], [0.7860, -1.1008, 0.9302], [2.4195, -0.7882, 2.1728], [2.1539, 1.8243, 2.0611], [0.7209, -2.1347, 0.9996], [-1.2466, -1.8019, -2.5306], [0.2373, 2.8235, 1.0049]]}

{"formula": "C14H50N10O11", "method": "ωB97M-V/def2-TZVPD", "smiles": "NC(N)=O.NC(N)=O.NC(N)=O.NC(N)=O.NC(N)=O.CCO.CCO.CCO.CO.CO.CO", "orbital_gap_ev": 8.46, "e_above_lowest_kcal_mol": 260.4, "species": ["O", "O", "O", "O", "O", "O", "O", "O", "O", "O", "O", "N", "N", "N", "N", "N", "N", "N", "N", "N", "N", "C", "C", "C", "C", "C", "C", "C", "C", "C", "C", "C", "C", "C", "C", "H", "H", "H", "H", "H", "H", "H", "H", "H", "H", "H", "H", "H", "H", "H", "H", "H", "H", "H", "H", "H", "H", "H", "H", "H", "H", "H", "H", "H", "H", "H", "H", "H", "H", "H", "H", "H", "H", "H", "H", "H", "H", "H", "H", "H", "H", "H", "H", "H", "H"], "xyz": [[9.2481, 21.5488, -14.6228], [3.5571, 22.0933, -13.5019], [-0.5929, 23.5031, -16.0997], [-0.2172, 25.5862, -14.2329], [0.4461, 17.5990, -11.6337], [4.8144, 24.5909, -13.2926], [3.1330, 23.8258, -11.1569], [2.8793, 16.6357, -15.1543], [5.8920, 17.8161, -13.1436], [0.3678, 20.0770, -16.7345], [4.7412, 22.3878, -18.1899], [4.7866, 19.8507, -12.6519], [-2.4443, 22.0481, -15.6763], [2.5086, 20.6004, -14.9799], [-0.6151, 21.8140, -14.5800], [2.1416, 25.2993, -13.9924], [4.2153, 18.8187, -14.3429], [1.0340, 19.2306, -13.2923], [0.8653, 24.4318, -12.5389], [2.4927, 18.8747, -11.7160], [1.9437, 22.7166, -15.0332], [7.0639, 21.5111, -14.3191], [8.2224, 22.4084, -14.3012], [2.3677, 23.8419, -8.9310], [1.5432, 21.6467, -18.0418], [-1.2400, 22.4559, -15.5059], [5.0744, 25.7359, -12.4686], [1.3364, 18.5589, -12.2182], [2.6671, 21.8180, -14.5489], [0.9918, 20.2122, -18.0217], [4.9902, 18.7960, -13.3502], [1.5747, 16.9368, -15.5695], [3.2904, 24.4719, -9.9390], [0.9349, 25.1247, -13.6183], [5.1260, 22.8040, -16.9281], [1.4156, 22.5778, -15.8730], [6.0631, 23.2891, -16.7373], [3.0088, 22.8983, -10.9474], [1.6279, 19.8639, -13.8553], [-2.9354, 22.4778, -16.4277], [-0.0694, 24.0621, -12.3133], [1.7451, 21.9768, -19.0610], [-2.8617, 21.3514, -15.0767], [3.3305, 16.6618, -15.9945], [1.6891, 23.9479, -12.1487], [2.2079, 24.4668, -8.0480], [3.0817, 25.5084, -10.0466], [9.9461, 22.0024, -15.0930], [-0.5824, 19.9512, -16.9020], [-0.7226, 20.7866, -14.5226], [0.9388, 22.4157, -17.7083], [3.2368, 19.8521, -14.6205], [4.2925, 23.0738, -18.7320], [4.3296, 23.4088, -16.5506], [4.3858, 20.7374, -12.9748], [5.1907, 21.8384, -16.3382], [4.4622, 23.9034, -12.7181], [5.5639, 26.5105, -12.9840], [1.7133, 19.4684, -18.2496], [8.4749, 22.7897, -13.3149], [0.2150, 20.0249, -18.7863], [1.9228, 20.4051, -15.8152], [6.9155, 20.9910, -15.2538], [0.3525, 22.1298, -14.4344], [2.7870, 18.5009, -10.8351], [8.1549, 23.2073, -15.0380], [2.0067, 23.6655, -14.6563], [6.1165, 22.1022, -14.2551], [1.6080, 17.7480, -16.3594], [5.6964, 25.4844, -11.5907], [3.2273, 19.4175, -12.2240], [2.8025, 22.8756, -8.7128], [4.1949, 26.2612, -12.0541], [5.4427, 19.9581, -11.8755], [2.4791, 21.6946, -17.5067], [1.3405, 23.7703, -9.2560], [4.3419, 24.4598, -9.6217], [0.1057, 19.0140, -13.7482], [1.1463, 16.0686, -15.9666], [4.6962, 19.0502, -15.2017], [2.1660, 25.7717, -14.9247], [0.8947, 17.0123, -14.7662], [3.7533, 17.9269, -14.5315], [6.9787, 20.7997, -13.4627], [2.9945, 25.0154, -13.4592]]}

Energy readings, ordered: -51879.7743; -89558.4178; -47885.2369; -23464.7411; -17341.2057; -52747.1041 eV